Record 1
C4H18N2O6 | ωB97M-V/def2-TZVPD

Each line ends with the Löwdin charge.
Geometry (Å):
O: 0.45178 0.18068 -1.11864  -0.02
C: 0.10508 0.74798 -0.05180  -0.35
N: -0.54089 2.00824 -0.10585  0.09
C: -0.26385 2.97104 0.95155  -0.25
O: 1.10511 3.14135 1.12092  -0.01
C: 0.18497 -0.06125 1.22534  -0.33
C: 1.56472 -0.55515 1.60497  -0.06
N: -0.59498 -1.29084 0.88199  0.01
H: -0.71742 2.27488 -1.06965  0.14
H: -0.71539 3.98846 0.63302  0.16
H: -0.56009 2.55410 1.89425  0.11
H: 1.57002 3.24638 0.35082  0.05
H: -0.20082 0.41650 2.14730  0.14
H: 1.96505 -1.47012 0.97595  0.12
H: 2.38795 0.06536 1.70153  0.04
H: 1.61756 -0.95392 2.63308  0.08
H: -0.28732 -2.01896 0.14353  0.08
H: -1.62073 -1.15089 0.48994  0.10
H: 1.16678 -1.41297 -1.40012  0.04
H: 1.55824 -2.50941 -2.28370  0.07
O: 0.87530 -2.36463 -1.59675  -0.11
H: 1.97507 0.94225 -2.84240  -0.01
H: 1.13411 1.42555 -3.98119  0.06
O: 1.91923 1.67618 -3.44073  -0.07
H: -0.84127 -1.91171 -1.67587  -0.07
H: -2.01464 -2.78326 -1.95769  0.08
O: -1.75227 -1.93103 -1.52820  -0.07
H: -3.33008 -1.78655 1.35270  0.03
H: -2.78201 -1.99842 2.68831  -0.02
O: -3.35922 -1.43985 2.25738  -0.04

Forces on the atoms, in the same order (eV/Å):
-0.310 1.784 1.551
-0.216 0.451 -2.039
0.858 -2.104 0.243
-0.145 1.215 -2.003
-0.568 -0.352 3.616
-0.111 -1.587 -0.367
0.894 -3.710 -0.170
-3.084 -1.250 -1.027
0.244 0.377 0.321
0.109 -1.793 0.845
-0.808 0.292 0.414
1.483 0.530 -3.215
-0.396 -0.083 -0.872
-1.121 1.851 0.830
1.246 2.219 -0.648
-0.942 -0.174 -0.292
0.529 2.283 1.940
2.983 0.445 1.396
-1.291 -1.091 0.393
-0.709 -0.770 0.253
2.366 1.508 -0.777
0.038 -0.506 0.768
0.851 0.442 0.514
-0.979 0.155 -1.210
2.635 0.174 -0.575
0.153 1.157 0.558
-3.529 -1.475 -0.492
-0.228 0.254 0.253
2.131 -1.765 1.689
-2.083 1.525 -1.899

Spin multiplicity   1
Gap between HOMO and LUMO   9.4 eV
Relative energy (zero: lowest compared OMol25 entry of this formula, charge and spin)   56.51 kcal/mol
Total energy   -19703.840 eV
LUMO   0.43 eV
SMILES   C[C@H](N)C(=O)NCO.O.O.O.O

---

Record 2
C22H63N5O7 | ωB97M-V/def2-TZVPD

Each line ends with the Löwdin charge.
Geometry (Å):
C: -2.27280 2.56461 0.36413  -0.08
C: -0.92280 2.84761 -0.16287  -0.43
C: -0.64980 3.21361 -1.62987  -0.14
O: -1.26280 2.10561 -2.46087  -0.23
C: -0.85280 2.27761 -3.81187  -0.14
N: -0.18280 3.86861 0.73313  0.10
H: -2.09180 2.35261 1.40413  0.07
H: -2.63080 1.74661 -0.26287  0.07
H: -2.84980 3.59561 0.13413  0.14
H: -0.41280 1.82261 -0.01287  0.12
H: 0.45020 3.17961 -1.80387  0.09
H: -1.18280 4.27661 -1.96187  0.18
H: 0.29220 2.57661 -3.82387  0.11
H: -1.28580 3.22361 -4.30687  0.11
H: -1.01180 1.42061 -4.32587  0.03
H: -0.06980 4.72461 0.41513  -0.01
H: 0.68720 3.47161 0.75013  -0.03
C: 4.31020 3.14861 -0.67087  -0.03
C: 3.02620 3.35861 0.06513  -0.43
C: 3.30020 3.46461 1.56713  -0.22
O: 3.72820 2.24461 2.08813  -0.21
C: 3.18120 1.78461 3.29613  -0.14
N: 2.35520 4.64361 -0.42087  0.01
H: 4.61120 2.14261 -0.25487  0.11
H: 4.88620 3.99561 -0.26187  0.10
H: 4.16620 3.21561 -1.62987  0.02
H: 2.18620 2.81761 -0.02287  0.07
H: 2.43320 3.93461 2.12113  0.14
H: 4.20520 4.11661 1.69313  0.13
H: 3.82620 1.96361 4.19113  0.08
H: 3.16220 0.57461 2.98013  0.14
H: 2.09920 2.00861 3.64713  0.09
H: 2.28120 4.59261 -1.51087  0.11
H: 3.17520 5.30661 -0.47387  0.08
C: 1.64520 -4.00239 0.14413  0.02
C: 0.46820 -4.67939 -0.72687  -0.34
C: 0.18220 -3.95439 -2.08187  -0.14
O: -0.16080 -2.57439 -1.89287  -0.25
C: -1.51980 -2.45239 -1.43887  -0.12
N: 0.96920 -6.03739 -0.84087  0.02
H: 2.55820 -4.37539 -0.23787  0.08
H: 1.55520 -4.40139 0.96713  -0.02
H: 1.76820 -3.04739 0.09213  0.00
H: -0.48680 -4.74439 -0.21987  0.11
H: -0.73280 -4.34339 -2.60587  0.14
H: 0.98020 -3.87439 -2.69287  0.09
H: -1.71580 -2.61039 -0.31187  0.09
H: -2.39080 -2.86539 -2.15287  0.14
H: -1.90580 -1.38039 -1.43987  0.08
H: 0.25620 -6.27739 -1.44687  0.03
H: 1.00220 -6.65939 0.00313  0.11
C: -5.95180 -0.31639 1.77013  -0.01
C: -4.34680 -0.19139 1.84913  -0.37
C: -3.78080 -0.20739 3.24113  -0.19
O: -4.07780 0.99461 3.95313  -0.16
C: -3.28980 1.13061 5.09913  -0.13
N: -3.84880 -1.29339 1.05713  0.03
H: -6.36680 -0.44839 0.74113  0.09
H: -6.32380 0.58261 2.04813  0.03
H: -6.32580 -1.10039 2.21613  0.01
H: -4.06580 0.63461 1.21913  0.10
H: -2.76780 -0.50539 3.27413  0.08
H: -4.18180 -1.09639 3.80913  0.14
H: -3.49780 1.91761 5.84313  0.09
H: -2.28380 1.27961 4.72413  0.08
H: -3.24680 0.17661 5.69013  0.10
H: -2.88580 -1.39139 1.21613  -0.01
H: -4.05080 -1.29339 0.01913  0.11
C: 3.29020 -0.53539 -1.64487  -0.06
C: 2.13220 0.07361 -2.25487  -0.45
C: 1.72920 -0.48439 -3.61887  -0.14
O: 2.88520 -0.13739 -4.45487  -0.19
C: 2.87920 -0.83639 -5.69287  -0.10
N: 0.93120 -0.12939 -1.50987  0.09
H: 3.48120 -0.26739 -0.50687  0.14
H: 4.28920 -0.46639 -2.02087  0.08
H: 3.32720 -1.48839 -1.83987  0.02
H: 2.28820 1.14961 -2.52387  0.15
H: 0.81520 0.11761 -3.97887  0.14
H: 1.64520 -1.51639 -3.49687  0.09
H: 2.13420 -0.44139 -6.29087  0.06
H: 2.84320 -1.89539 -5.51987  0.08
H: 3.81520 -0.74139 -6.25087  0.09
H: 0.22020 0.19461 -1.98887  -0.02
H: 0.62720 -1.12739 -1.48987  0.06
C: -1.69880 -3.58939 3.04713  -0.10
O: -2.15880 -4.71839 2.28513  -0.06
H: -0.68380 -3.58139 2.99313  0.05
H: -2.11680 -3.48439 4.04513  0.09
H: -1.99780 -2.79339 2.42213  0.03
H: -3.00580 -4.57939 2.19113  -0.02
C: 0.20720 -0.30939 2.29213  -0.12
O: -0.75580 -0.37339 1.23413  -0.16
H: -0.32480 -0.71639 3.08813  0.04
H: 0.56820 0.75161 2.51513  0.08
H: 1.03220 -1.03639 1.99613  0.10
H: -0.26180 -0.21239 0.44613  0.00

Forces on the atoms, in the same order (eV/Å):
-1.152 3.106 -2.125
3.104 0.019 0.611
-2.594 -0.103 -0.888
1.149 1.885 0.258
2.352 4.888 1.713
-3.586 -6.089 1.286
-0.750 -0.128 0.351
-0.665 -0.011 0.497
0.483 -2.496 1.016
-0.014 1.712 -0.263
-0.784 0.376 -0.044
1.535 -2.555 0.783
-1.772 -1.012 -0.115
-0.017 -1.511 0.628
-0.668 -2.503 -1.731
0.257 4.926 -2.379
2.594 -0.600 0.564
0.133 -1.712 6.565
0.394 3.980 0.438
0.501 2.084 0.459
-0.873 -0.082 0.182
-0.822 -4.141 0.107
2.613 1.384 -2.229
0.706 1.050 -1.029
0.577 -0.643 -0.529
-0.364 -0.043 -5.471
-2.133 -3.771 -0.814
0.778 -0.675 -0.523
-0.891 0.257 -0.082
-0.210 -0.119 -0.824
-0.023 2.882 1.825
1.566 0.313 -1.321
-0.321 -0.556 2.339
-1.066 -0.150 0.682
-1.647 -1.962 -8.794
2.185 1.840 1.797
-2.964 -0.326 2.075
-2.258 -0.665 0.853
-2.784 1.872 0.462
0.933 -0.222 -0.232
0.935 -0.734 -0.840
-0.954 -3.333 8.907
-0.057 6.151 0.241
-0.212 0.736 0.609
1.099 -0.487 0.255
2.828 -0.467 -2.098
0.633 -0.882 -1.788
2.343 -0.124 1.505
1.398 -0.621 -0.443
-1.382 -2.857 -1.548
-0.546 1.390 -0.998
3.949 2.141 -3.896
-2.764 -0.567 -2.312
-1.801 -0.763 1.261
-0.747 -0.059 -0.439
1.310 -1.374 0.681
-0.765 -2.031 -0.966
1.038 0.208 0.180
-1.547 2.626 1.483
-1.644 -3.996 3.168
-0.015 1.446 0.894
1.840 0.602 -0.417
-0.433 0.676 -0.391
-0.709 -0.010 -0.981
0.662 0.236 0.319
-0.240 0.508 -0.366
1.635 -0.056 -0.283
0.204 0.475 1.998
2.478 3.617 3.975
-1.632 1.876 -2.494
2.263 3.506 -1.041
-0.600 -0.822 -0.221
1.898 -0.097 1.221
2.454 -2.439 4.883
-0.983 -0.792 -2.131
0.635 1.881 -1.076
-1.021 -6.118 0.083
-0.115 -0.397 0.928
1.149 -1.445 0.348
-0.639 -1.907 -0.445
-1.886 0.314 -1.434
-0.704 -0.743 0.017
0.175 0.628 0.416
-4.503 2.964 -2.880
1.314 0.727 0.222
-2.444 -0.583 -1.140
6.903 -1.356 1.647
2.994 -0.269 0.447
0.081 -0.288 0.139
-0.372 1.691 -0.089
-7.094 0.832 -1.043
1.199 0.185 -1.983
-0.350 0.208 0.950
-0.497 -0.493 1.902
-0.371 -1.459 -0.384
-0.492 1.194 0.743
0.600 0.250 -1.393

Spin multiplicity   1
Gap between HOMO and LUMO   9.3 eV
Relative energy (zero: lowest compared OMol25 entry of this formula, charge and spin)   242.77 kcal/mol
Total energy   -45604.802 eV
LUMO   0.66 eV
SMILES   COC[C@H](C)N.COC[C@H](C)N.COC[C@H](C)N.COC[C@H](C)N.COC[C@H](C)N.CO.CO

---

Record 3
C17H24MnN5O4S | ωB97M-V/def2-TZVPD

Each line ends with the Mulliken spin population.
Geometry (Å):
Mn: 10.64046 -6.64746 12.29605  3.83
O: 11.38506 -9.81715 14.85075  0.00
C: 11.15157 -8.96587 13.88750  -0.01
O: 11.32646 -7.75828 13.97870  0.00
C: 10.65240 -9.47234 12.55482  0.04
C: 10.40409 -10.71742 12.06790  0.00
C: 9.91384 -10.90562 10.75929  0.02
C: 9.71042 -9.84643 9.93320  0.00
C: 10.13288 -8.60737 10.43189  0.05
N: 10.48606 -8.44252 11.71359  -0.10
C: 10.01583 -7.29482 9.74274  0.00
O: 9.83587 -7.12884 8.56712  0.01
O: 10.16395 -6.27181 10.54126  -0.06
H: 11.71312 -9.30913 15.56874  0.00
H: 10.63870 -11.54517 12.74602  0.00
H: 9.78735 -11.93871 10.48501  0.00
H: 9.27530 -9.93793 8.96793  0.00
C: 5.78278 -7.08353 10.06098  0.00
C: 6.92687 -6.62735 10.94139  0.00
N: 6.59225 -5.61225 11.93449  0.00
C: 7.22710 -5.19497 13.01756  0.01
S: 8.70722 -5.94113 13.66980  0.11
N: 6.76722 -4.14435 13.72626  0.01
C: 5.42955 -3.42519 13.55179  0.00
C: 4.25999 -4.39634 13.84732  0.00
H: 6.27199 -7.80090 9.38642  0.00
H: 5.42672 -6.28825 9.39484  0.00
H: 4.97536 -7.54993 10.61914  0.00
H: 7.67752 -6.25229 10.19352  0.00
H: 7.39013 -7.38701 11.47379  0.00
H: 5.93650 -4.94795 11.52576  0.00
H: 7.27710 -3.93875 14.55324  0.00
H: 5.38204 -2.86722 12.66136  0.00
H: 5.48132 -2.78259 14.44305  0.00
H: 3.26347 -3.82996 13.98859  0.00
H: 4.51825 -4.94736 14.72558  0.00
H: 4.09745 -5.11013 13.08505  0.00
C: 13.27437 -2.03551 13.88910  0.00
C: 13.11212 -3.28492 13.12384  0.01
C: 13.98774 -4.03604 12.35342  0.00
C: 13.26868 -5.22314 12.07262  0.01
N: 12.07294 -5.21046 12.62096  0.01
N: 11.95364 -3.95235 13.14294  0.02
C: 13.79491 -6.45452 11.45751  0.01
H: 13.44351 -2.16733 14.95623  0.00
H: 12.29566 -1.50257 13.88050  0.00
H: 14.01251 -1.38972 13.43532  0.00
H: 15.00897 -3.83459 12.09856  0.00
H: 10.99503 -3.67647 13.36151  0.00
H: 14.59079 -6.25726 10.74999  0.00
H: 13.01528 -6.93999 10.85085  0.01
H: 14.22350 -7.14074 12.15766  0.00

Forces on the atoms, in the same order (eV/Å):
0.220 1.808 0.605
-0.751 -0.283 -2.162
-0.348 -1.128 -0.650
-0.102 0.848 -0.033
-0.012 0.466 -0.174
0.436 -1.114 0.918
0.650 -1.016 1.472
0.687 1.044 0.391
-1.128 -0.426 0.692
-0.036 -0.841 -1.253
0.051 0.521 -2.104
-0.229 -0.877 0.296
0.652 0.650 2.052
0.729 0.695 1.883
-0.343 0.021 -0.513
-0.422 -0.067 -0.416
-0.033 0.044 -0.756
0.340 -0.187 -0.041
0.780 1.567 -1.556
-0.716 1.115 -0.838
0.672 0.444 0.457
-0.473 0.050 -0.172
-0.942 -0.769 -1.900
0.594 -1.800 2.987
-0.961 1.951 -0.129
-0.509 -0.088 0.144
-0.097 -0.045 0.387
-0.123 -0.027 -0.159
-0.390 0.135 0.997
0.705 -1.838 0.902
-0.128 -0.055 0.549
0.399 0.154 0.512
0.040 0.611 -1.140
-0.213 0.393 -0.745
1.729 -0.806 -0.103
-0.113 -0.208 0.781
-0.184 -0.706 -1.009
-1.482 1.025 -0.174
0.266 0.042 -0.350
-0.980 -0.876 0.340
2.097 0.088 0.226
-1.030 1.025 -0.709
-1.526 -1.078 0.786
-0.273 -0.154 -1.321
0.468 -0.396 -0.094
0.622 -0.081 -0.192
0.227 0.094 0.112
0.136 0.095 0.034
0.788 0.262 0.392
0.136 0.313 -0.123
0.110 -0.142 0.234
0.014 -0.455 0.667

Spin multiplicity   5
Gap between HOMO and LUMO (alpha / beta)   7.0 / 7.4 eV
Relative energy (zero: lowest compared OMol25 entry of this formula, charge and spin)   11.04 kcal/mol
Total energy   -75801.931 eV
LUMO (alpha / beta)   -8.06 / -7.73 eV
Total charge   +2

---

Record 4
C5H8O | ωB97M-V/def2-TZVPD

Each line ends with the Löwdin charge.
Geometry (Å):
O: 0.51804 1.49942 -1.14203  -0.07
C: -1.09035 0.15131 1.22307  -0.07
C: -1.19433 -0.60141 -0.08626  -0.13
C: 0.36478 -0.67028 -0.02877  -0.29
C: 1.06212 0.19808 -1.07300  -0.25
C: 0.23473 0.01069 1.32037  -0.07
H: 0.38258 1.80130 -0.23271  0.08
H: -1.83917 0.61804 1.85462  0.10
H: -1.59823 -0.05778 -0.94627  0.11
H: -1.68945 -1.57473 0.00148  0.11
H: 0.79330 -1.68005 -0.02590  0.14
H: 0.93872 -0.22970 -2.07302  0.12
H: 2.14197 0.22781 -0.85129  0.12
H: 0.97530 0.30729 2.05969  0.10

Forces on the atoms, in the same order (eV/Å):
0.045 0.153 0.135
0.034 0.044 0.136
-0.153 -0.050 -0.099
0.120 -0.026 -0.092
0.161 -0.294 -0.104
-0.061 0.027 0.110
-0.021 0.021 -0.164
0.069 -0.094 -0.014
0.043 -0.051 0.166
0.080 0.129 -0.047
-0.044 0.155 -0.018
0.032 -0.021 0.118
-0.159 0.038 -0.050
-0.145 -0.030 -0.079

Spin multiplicity   1
Gap between HOMO and LUMO   10.8 eV
Relative energy (zero: lowest compared OMol25 entry of this formula, charge and spin)   43.55 kcal/mol
Total energy   -7360.367 eV
LUMO   1.09 eV
SMILES   OC[C@H]1C=CC1